This record from the OMol25 dataset describes C37H33BrGeN2O4Re as an isolated structure. The level of theory is wB97M-V/def2-TZVPD.

```
79
Properties=species:S:1:pos:R:3
Re -1.23 -1.89 -0.67
O 2.44 -5.84 0.21
C 1.43 -6.13 1.09
C 1.46 -7.22 1.94
C 0.37 -7.47 2.77
C -0.75 -6.64 2.74
C -0.77 -5.56 1.88
C 0.32 -5.29 1.06
C 0.36 -4.13 0.13
O -0.48 -3.03 0.57
N -0.16 -4.47 -1.19
N -0.78 -3.48 -1.87
C -1.15 -3.61 -3.12
C -2.01 -2.68 -3.76
Br -2.89 -1.44 -2.56
C -2.38 -2.61 -5.06
C -1.81 -3.32 -6.17
C -0.49 -3.81 -6.19
C -0.03 -4.51 -7.28
C -0.87 -4.74 -8.37
C -2.17 -4.24 -8.38
C -2.63 -3.52 -7.30
H 3.20 -6.41 0.37
H 2.32 -7.87 1.97
H 0.40 -8.31 3.44
H -1.59 -6.84 3.38
H -1.63 -4.90 1.86
H 1.38 -3.73 0.06
H 0.16 -5.30 -1.68
H -0.86 -4.50 -3.67
H -3.22 -1.96 -5.30
H 0.19 -3.56 -5.39
H 0.99 -4.86 -7.31
H -0.50 -5.28 -9.22
H -2.81 -4.40 -9.24
H -3.64 -3.12 -7.30
O -0.42 -0.12 -1.19
C -0.85 0.47 -0.10
O -1.55 -0.33 0.62
C -0.52 1.85 0.25
C 0.32 1.89 1.54
Ge 0.55 3.79 2.07
C 1.67 4.57 0.70
C 1.30 5.57 -0.20
C 2.21 6.05 -1.15
C 3.49 5.52 -1.21
C 3.87 4.52 -0.33
C 2.97 4.06 0.62
C 1.45 3.82 3.78
C 1.70 5.05 4.38
C 2.34 5.12 5.61
C 2.72 3.96 6.26
C 2.48 2.72 5.67
C 1.84 2.66 4.44
C -1.29 4.38 2.26
C -1.99 5.22 1.39
C -3.33 5.53 1.62
C -3.99 5.01 2.72
C -3.31 4.17 3.60
C -1.98 3.87 3.36
H -1.47 2.38 0.42
H 0.00 2.31 -0.59
H 1.30 1.42 1.38
H -0.19 1.36 2.35
H 0.32 6.02 -0.16
H 1.91 6.83 -1.83
H 4.19 5.89 -1.95
H 4.88 4.12 -0.36
H 3.30 3.30 1.33
H 1.41 5.97 3.88
H 2.53 6.08 6.07
H 3.21 4.01 7.22
H 2.78 1.82 6.18
H 1.65 1.68 4.00
H -1.51 5.64 0.52
H -3.85 6.19 0.94
H -5.02 5.26 2.90
H -3.81 3.78 4.47
H -1.45 3.24 4.08
```

Molecular weight: 908.4 g/mol
Energy: -178745.9869 eV
Energy relative to the best compared isomer or geometry (same formula, charge and spin): 0.00 kcal/mol
Net charge: +2
Spin multiplicity: 4
Maximum force: 0.86 eV Å⁻¹
HOMO-LUMO gap (spin up / spin down): 0.1788 / 0.1412 Ha